[1]
248
Properties=species:S:1:pos:R:3 method="wB97M-V/def2-TZVPD" homo_lumo_gap_ev=9.92 charge=+3
C 6.675 7.192 4.369
C 6.838 6.307 5.659
C 6.086 5.003 5.552
C 4.534 5.226 5.451
N 3.740 4.218 4.598
C 4.381 4.092 3.249
C 3.226 3.753 2.267
C 1.879 3.755 3.105
C 2.310 4.703 4.301
C 3.618 2.994 5.470
H 7.085 6.760 3.450
H 7.111 8.204 4.507
H 5.563 7.336 4.211
H 6.577 6.880 6.519
H 7.840 6.055 5.752
H 6.299 4.285 6.351
H 6.512 4.551 4.690
H 4.356 6.120 4.872
H 4.180 5.183 6.486
H 5.306 3.560 3.254
H 4.659 5.116 3.121
H 3.301 2.902 1.658
H 3.130 4.673 1.624
H 1.693 2.713 3.338
H 0.986 4.067 2.549
H 1.612 4.710 5.148
H 2.401 5.744 3.948
H 3.165 3.308 6.435
H 4.573 2.592 5.578
H 2.973 2.260 4.966
C -12.282 -2.317 0.149
C -11.015 -1.577 0.221
C -9.892 -2.403 0.757
C -8.670 -1.518 0.906
N -7.456 -2.161 1.282
C -6.285 -1.231 1.166
C -5.081 -2.121 1.158
C -5.453 -3.362 0.404
C -7.020 -3.253 0.300
C -7.510 -2.760 2.654
H -12.477 -2.845 1.120
H -12.256 -3.100 -0.527
H -13.093 -1.703 -0.155
H -11.131 -0.698 0.858
H -10.699 -1.244 -0.770
H -9.727 -3.205 0.052
H -10.150 -2.792 1.709
H -8.916 -0.738 1.610
H -8.498 -1.056 -0.065
H -6.412 -0.333 1.825
H -6.407 -0.930 0.152
H -4.644 -2.430 2.115
H -4.277 -1.530 0.679
H -5.184 -4.308 0.896
H -5.141 -3.378 -0.662
H -7.502 -4.206 0.591
H -7.342 -2.909 -0.643
H -7.491 -2.080 3.502
H -6.707 -3.483 2.732
H -8.477 -3.273 2.792
C 3.172 -1.965 11.263
C 2.109 -2.748 10.460
C 1.330 -1.739 9.647
N -0.178 -1.995 9.393
C -0.371 -3.201 8.574
C -0.711 -0.829 8.526
C -2.198 -0.744 8.946
C -2.478 -1.761 10.035
C -1.078 -2.041 10.620
H 2.639 -1.505 12.093
H 3.554 -1.125 10.708
H 4.033 -2.621 11.578
H 1.420 -3.398 11.063
H 2.645 -3.375 9.706
H 1.754 -1.603 8.680
H 1.365 -0.719 10.160
H -1.437 -3.278 8.383
H -0.029 -4.119 9.050
H 0.100 -3.186 7.622
H -0.517 -1.067 7.490
H -0.159 0.052 8.720
H -2.896 -0.799 8.093
H -2.395 0.218 9.350
H -2.987 -2.632 9.659
H -3.172 -1.367 10.860
H -0.936 -2.966 11.138
H -0.740 -1.223 11.254
C -1.685 3.280 -5.265
C -2.881 3.807 -4.484
C -3.186 2.944 -3.211
N -4.592 3.023 -2.757
C -5.502 2.496 -3.794
C -5.061 4.421 -2.458
C -5.753 4.440 -1.090
C -5.820 2.929 -0.721
C -4.598 2.336 -1.374
H -1.755 2.190 -5.365
H -0.688 3.563 -4.832
H -1.597 3.671 -6.260
H -3.682 3.780 -5.206
H -2.701 4.790 -4.077
H -2.573 3.341 -2.422
H -2.956 1.870 -3.301
H -5.390 3.079 -4.628
H -6.542 2.395 -3.417
H -5.211 1.484 -4.071
H -5.807 4.720 -3.208
H -4.261 5.180 -2.377
H -6.703 4.972 -1.106
H -5.075 4.898 -0.337
H -6.774 2.590 -1.059
H -5.889 2.748 0.349
H -4.436 1.273 -1.609
H -3.783 2.768 -0.794
C 0.257 3.795 -1.131
C -0.144 2.329 -1.334
C 0.995 1.342 -1.371
N 0.637 -0.051 -1.281
C -0.410 -0.374 -2.333
C 0.060 -0.512 0.103
C 0.363 -2.025 0.111
C 1.480 -2.255 -1.017
C 1.935 -0.901 -1.367
H 0.627 3.931 -0.131
H -0.650 4.428 -1.278
H 1.028 4.120 -1.778
H -0.757 2.140 -2.244
H -0.856 2.079 -0.468
H 1.586 1.585 -0.521
H 1.547 1.513 -2.244
H -1.292 0.249 -2.145
H -0.717 -1.440 -2.203
H -0.021 -0.119 -3.305
H -0.926 -0.176 0.345
H 0.643 0.058 0.852
H -0.595 -2.519 -0.119
H 0.735 -2.411 1.051
H 1.019 -2.832 -1.867
H 2.246 -2.968 -0.688
H 2.303 -0.692 -2.348
H 2.526 -0.385 -0.623
C 0.992 -5.937 -3.169
C -0.255 -5.563 -4.076
C -0.596 -6.818 -4.889
N -1.796 -6.561 -5.777
C -2.944 -6.088 -5.039
C -2.094 -7.989 -6.428
C -2.125 -7.765 -7.938
C -1.193 -6.583 -8.189
C -1.446 -5.662 -7.013
H 0.773 -6.750 -2.528
H 1.200 -5.051 -2.532
H 1.894 -6.279 -3.697
H 0.080 -4.852 -4.784
H -1.166 -5.188 -3.473
H -0.855 -7.743 -4.246
H 0.207 -7.066 -5.577
H -3.069 -6.641 -4.123
H -3.838 -6.271 -5.641
H -2.899 -5.028 -4.839
H -3.028 -8.319 -6.038
H -1.317 -8.629 -6.088
H -3.053 -7.554 -8.465
H -1.771 -8.691 -8.386
H -1.385 -6.062 -9.110
H -0.150 -6.924 -8.121
H -2.343 -4.991 -7.178
H -0.585 -5.047 -6.801
C 7.845 -0.427 -3.708
C 7.726 0.174 -5.085
C 8.737 1.275 -5.266
N 8.796 2.093 -6.543
C 7.615 2.989 -6.666
C 8.900 1.225 -7.794
C 9.712 2.034 -8.811
C 10.816 2.569 -7.920
C 10.055 2.880 -6.571
H 7.221 -1.259 -3.720
H 7.504 0.273 -2.917
H 8.806 -0.732 -3.383
H 6.702 0.564 -5.225
H 7.978 -0.669 -5.768
H 9.718 0.880 -5.234
H 8.627 2.031 -4.451
H 6.638 2.469 -6.671
H 7.585 3.613 -7.579
H 7.723 3.647 -5.837
H 7.914 0.912 -8.060
H 9.535 0.329 -7.565
H 9.231 2.883 -9.243
H 10.060 1.358 -9.600
H 11.349 3.416 -8.388
H 11.539 1.776 -7.778
H 9.783 3.896 -6.631
H 10.675 2.729 -5.725
C -4.546 -1.927 -4.138
F -3.364 -1.976 -4.667
F -5.350 -1.101 -4.913
F -5.135 -3.163 -4.227
S -4.337 -1.276 -2.460
O -3.707 -2.337 -1.700
O -3.452 -0.132 -2.684
O -5.645 -0.929 -2.019
C -4.310 1.459 5.497
F -5.462 0.904 6.029
F -4.618 2.745 5.276
F -3.307 1.385 6.349
S -4.114 0.492 3.921
O -4.148 -0.935 4.393
O -5.203 0.875 3.104
N -2.715 1.114 3.488
S -2.204 1.839 2.165
O -0.832 2.187 2.278
O -2.719 1.279 0.945
C -3.120 3.523 2.285
F -3.169 3.888 3.515
F -2.393 4.396 1.521
F -4.387 3.468 1.801
C 3.927 -1.086 -6.775
F 5.131 -0.496 -7.114
F 2.898 -0.418 -7.305
F 3.970 -2.329 -7.226
S 3.612 -1.194 -4.902
O 2.172 -1.457 -4.654
O 4.509 -2.158 -4.403
N 4.111 0.246 -4.551
S 3.614 1.704 -4.758
O 4.137 2.154 -6.036
O 2.214 2.087 -4.458
C 4.610 2.597 -3.448
F 4.484 2.019 -2.201
F 5.915 2.600 -3.742
F 4.148 3.856 -3.445
C 5.020 -1.052 3.722
F 5.061 -0.688 5.049
F 5.910 -0.293 3.041
F 5.298 -2.359 3.673
S 3.345 -0.569 2.974
O 3.328 0.867 3.115
O 3.462 -0.958 1.590
N 2.262 -1.419 3.783
S 1.551 -0.948 5.074
O 1.303 -2.089 5.927
O 2.029 0.231 5.729
C -0.137 -0.533 4.530
F -0.627 0.292 5.405
F -0.164 -0.010 3.299
F -0.864 -1.727 4.485

=====

[2]
21
Properties=species:S:1:pos:R:3 method="wB97M-V/def2-TZVPD" de_lowest_ev=5.587 homo_lumo_gap_ev=7.31 charge=+1
C -2.055 0.061 0.768
C -0.542 0.049 0.987
N 0.015 1.152 0.504
C 1.433 1.269 0.336
N 1.981 0.007 -0.323
C 1.453 -1.216 0.280
N -0.035 -1.167 0.513
C -0.976 -1.233 -0.715
N -1.791 0.000 -0.667
C -1.003 1.230 -0.770
H -2.560 -0.809 1.100
H -2.503 1.054 0.987
H 1.593 1.962 -0.498
H 2.065 1.350 1.357
H 3.061 0.009 -0.273
H 1.901 -1.370 1.310
H 1.869 -2.206 -0.230
H -1.627 -2.095 -0.747
H -0.234 -1.386 -1.636
H -0.545 1.248 -1.673
H -1.500 2.090 -0.608

=====

[3]
17
Properties=species:S:1:pos:R:3 method="wB97M-V/def2-TZVPD" de_lowest_ev=0.898 homo_lumo_gap_ev=9.32
C -0.113 3.049 0.263
C -0.952 2.196 0.852
N -1.816 1.347 0.167
H -0.037 3.158 -0.810
H 0.521 3.652 0.894
H -0.992 2.162 1.931
H -1.903 1.505 -0.824
H -2.702 1.205 0.628
C 1.090 -3.296 -0.902
S 1.157 -1.543 -1.363
C 0.661 -0.764 0.195
H 0.082 -3.693 -0.944
H 1.526 -3.404 0.091
H 1.743 -3.810 -1.603
H 0.621 0.292 -0.040
H -0.313 -1.111 0.519
H 1.427 -0.944 0.947

=====

[4]
11
Properties=species:S:1:pos:R:3 method="wB97M-V/def2-TZVPD" de_lowest_ev=2.891 homo_lumo_gap_ev="6.94 / 5.25"
C -0.289 1.417 -0.072
N -0.185 -1.754 1.022
O 1.220 -2.009 -1.134
O 0.577 0.388 -0.447
P 0.263 -1.178 -0.542
Cl -3.267 0.073 -0.462
H -1.364 1.061 0.042
H -0.281 2.131 -0.842
H -0.125 1.678 1.006
H -0.899 -1.297 1.499
H -0.186 -2.733 0.878

=====

[5]
22
Properties=species:S:1:pos:R:3 method="wB97M-V/def2-TZVPD" spin_multiplicity=3 de_lowest_ev=0.158 homo_lumo_gap_ev="8.42 / 8.31" s_squared=2.01 charge=+1
C 0.492 0.555 -0.139
C 1.703 0.988 -0.211
C -1.607 1.599 -0.819
C -0.626 -0.394 0.059
C 2.906 0.502 0.566
C -0.556 -1.291 1.263
C -0.797 -1.263 -1.186
N -1.814 0.599 0.244
H 1.889 1.915 -0.845
H -1.797 2.625 -0.696
H -1.323 1.061 -1.738
H 3.605 1.066 0.078
H 3.109 -0.589 0.519
H 3.098 0.699 1.630
H -1.252 -2.098 1.016
H -0.425 -0.872 2.299
H 0.412 -1.872 1.198
H -0.308 -0.664 -1.998
H -1.807 -1.457 -1.535
H -0.532 -2.303 -0.954
H -1.605 0.938 1.124
H -2.764 0.256 0.127

=====

[6]
38
Properties=species:S:1:pos:R:3 method="wB97M-V/def2-TZVPD" de_lowest_ev=0.018 homo_lumo_gap_ev=8.31
C -0.122 1.710 -4.868
C -0.141 0.169 -4.760
C -1.538 -0.427 -5.048
N 0.362 -0.193 -3.417
C -0.202 0.456 -2.298
C 0.178 0.122 -1.006
O -0.430 0.782 0.042
C -0.302 0.355 1.323
C -1.163 -0.681 1.840
Br -2.372 -1.692 0.722
C -1.103 -1.029 3.192
C -0.197 -0.361 4.062
C -0.301 -0.722 5.545
C -0.013 0.482 6.430
O -0.914 1.224 6.641
O 1.231 0.606 6.950
C 0.653 0.620 3.530
C 0.563 0.992 2.194
Br 1.687 2.417 1.634
C 1.230 -0.872 -0.775
C 1.793 -1.454 -1.872
C 1.412 -1.089 -3.238
O 1.951 -1.723 -4.124
H -0.956 2.158 -4.326
H 0.778 2.157 -4.448
H -0.121 2.009 -5.897
H 0.506 -0.207 -5.553
H -1.562 -1.502 -4.941
H -1.898 -0.175 -6.075
H -2.240 -0.009 -4.310
H -0.903 1.236 -2.428
H -1.734 -1.868 3.521
H 0.431 -1.535 5.730
H -1.292 -1.081 5.835
H 1.176 1.361 7.578
H 1.396 1.065 4.161
H 1.517 -1.157 0.257
H 2.639 -2.147 -1.803

=====

[7]
99
Properties=species:S:1:pos:R:3 method="wB97M-V/def2-TZVPD" de_lowest_ev=0.000 homo_lumo_gap_ev=5.80 charge=-2
Pb -0.261 -0.154 -1.148
N 2.441 -2.522 0.719
C 2.367 -3.019 2.085
C 2.881 -2.102 3.209
C 2.124 -0.772 3.334
N 2.578 0.192 2.333
H 3.386 -2.241 0.488
H 1.875 -1.685 0.612
H 2.934 -3.958 2.125
H 1.319 -3.264 2.293
H 3.937 -1.873 3.029
H 2.808 -2.652 4.155
H 2.247 -0.393 4.358
H 1.054 -0.944 3.187
H 3.327 0.770 2.693
H 1.815 0.811 2.076
O -2.115 1.640 3.152
C -1.449 2.067 2.210
O -0.560 1.423 1.560
C -1.666 3.490 1.714
C -2.410 4.365 2.494
C -2.552 5.691 2.122
C -1.967 6.137 0.947
C -1.258 5.264 0.138
C -1.084 3.929 0.506
P -0.087 2.760 -0.514
C -0.070 3.775 -2.089
C -1.298 3.796 -2.760
C -1.434 4.433 -3.981
C -0.333 5.038 -4.575
C 0.894 5.008 -3.932
C 1.026 4.381 -2.698
C 1.630 3.061 0.047
C 2.663 2.422 -0.639
C 3.985 2.605 -0.259
C 4.287 3.417 0.824
C 3.264 4.046 1.523
C 1.943 3.869 1.138
H -2.854 3.982 3.404
H -3.107 6.381 2.747
H -2.059 7.178 0.658
H -0.817 5.636 -0.777
H -2.145 3.285 -2.310
H -2.398 4.448 -4.478
H -0.425 5.509 -5.547
H 1.760 5.474 -4.389
H 1.992 4.360 -2.209
H 2.429 1.759 -1.467
H 4.771 2.107 -0.814
H 5.317 3.558 1.130
H 3.493 4.677 2.374
H 1.150 4.349 1.698
S -2.861 0.493 -1.201
C -3.512 -1.082 -1.565
C -4.767 -1.411 -1.053
C -5.341 -2.665 -1.240
C -6.616 -2.954 -0.680
N -7.648 -3.175 -0.218
C -4.637 -3.639 -1.975
C -3.402 -3.309 -2.524
C -2.818 -2.052 -2.346
S -1.270 -1.754 -3.079
C -5.155 -4.956 -2.124
N -5.550 -6.031 -2.244
H -5.296 -0.669 -0.470
H -2.858 -4.052 -3.091
C -0.268 -4.024 -0.496
C -1.162 -3.204 0.359
N -1.086 -1.901 0.584
C -2.097 -1.580 1.463
C -2.801 -2.697 1.769
N -2.195 -3.720 1.068
H -0.528 -3.885 -1.548
H -0.351 -5.081 -0.238
H 0.764 -3.690 -0.373
H -2.228 -0.567 1.812
H -3.657 -2.862 2.400
H -2.506 -4.673 1.031
C 7.594 2.478 -4.311
C 6.360 1.741 -3.855
C 5.137 1.924 -4.483
C 4.001 1.205 -4.118
C 2.704 1.451 -4.832
C 4.090 0.249 -3.090
Se 2.598 -0.870 -2.656
C 5.313 0.094 -2.407
C 5.427 -0.857 -1.250
C 6.421 0.832 -2.805
H 7.331 3.318 -4.955
H 8.254 1.816 -4.881
H 8.166 2.858 -3.461
H 5.066 2.644 -5.295
H 2.841 2.140 -5.669
H 1.960 1.871 -4.150
H 2.294 0.509 -5.200
H 4.749 -0.546 -0.450
H 6.450 -0.888 -0.865
H 5.124 -1.859 -1.557
H 7.366 0.690 -2.285

=====

[8]
25
Properties=species:S:1:pos:R:3 method="wB97M-V/def2-TZVPD" de_lowest_ev=0.671 homo_lumo_gap_ev=11.22 charge=+1
K 0.255 1.823 -0.241
C -2.794 1.294 -0.604
O -2.127 2.089 -1.545
H -2.680 0.247 -0.908
H -3.888 1.475 -0.607
H -2.386 1.370 0.403
H -2.608 2.034 -2.393
C 1.104 -1.367 -1.676
O 0.529 -0.206 -2.172
H 0.466 -2.229 -1.798
H 1.412 -1.362 -0.608
H 2.010 -1.609 -2.277
H 0.184 -0.541 -3.031
C -1.016 -1.285 0.900
O -0.499 -0.089 1.439
H -1.073 -1.395 -0.214
H -2.063 -1.278 1.144
H -0.511 -2.156 1.238
H -0.538 -0.141 2.390
C 2.563 0.675 2.096
O 2.604 0.571 0.646
H 1.976 -0.126 2.588
H 2.214 1.639 2.409
H 3.627 0.667 2.458
H 3.238 -0.099 0.363

=====

What did we get for E? Answer: -9114.36891, -453.81293, -611.90913, -1047.82895, -329.38184, -6122.44022, -5875.62102, -1062.65738 Eh, in the order shown.